1.
13
Properties=species:S:1:pos:R:3:lowdin_charge:R:1 method="wB97M-V/def2-TZVPD" lumo_energy_ev=0.6 charge=0 e_tot_ev=-9270.790 fmax_ev_per_a=0.566 e_above_lowest_kj_mol=261.6 homo_energy_ev=-10.0 homo_lumo_gap_ev=10.64
H 0.7621 -2.3323 0.1251 0.05
N 0.0157 -1.6378 0.1899 0.15
C 0.4313 -0.5059 -0.2120 -0.40
C 1.8323 -0.1775 -0.6707 -0.05
C -0.5278 0.6490 -0.2195 -0.17
N -2.0152 0.3522 -0.5326 0.22
C -1.6804 0.6809 0.6260 -0.44
O -2.1477 0.9090 1.8398 0.14
H 2.3887 -1.0838 -0.9275 0.08
H 2.3701 0.3431 0.1317 0.09
H 1.8173 0.4892 -1.5395 0.08
H -0.1438 1.5804 -0.6386 0.12
H -3.1026 0.7335 1.8276 0.13

***

2.
13
Properties=species:S:1:pos:R:3:lowdin_charge:R:1 method="wB97M-V/def2-TZVPD" lumo_energy_ev=-0.5 charge=0 e_tot_ev=-9269.765 fmax_ev_per_a=0.719 e_above_lowest_kj_mol=360.5 homo_energy_ev=-8.4 homo_lumo_gap_ev=7.90
C 0.7976 -0.5290 2.1562 0.00
C 0.4618 0.1445 0.7412 -0.45
N 1.2456 1.0395 1.1236 0.31
O 0.2874 1.6847 -1.3367 0.02
C -0.3729 0.6473 -1.3602 -0.58
N -1.1898 0.3385 -2.4249 0.13
C -0.3559 -0.2961 -0.2473 -0.03
H 1.4945 -0.0024 2.8139 0.09
H -0.1727 -0.5911 2.6504 0.10
H 1.2284 -1.4945 1.8884 0.10
H -1.4638 -0.6206 -2.5717 0.09
H -1.0251 0.8861 -3.2563 0.10
H -0.9349 -1.2068 -0.1767 0.10

***

3.
13
Properties=species:S:1:pos:R:3:lowdin_charge:R:1 method="wB97M-V/def2-TZVPD" lumo_energy_ev=0.9 smiles=Cc1cnc(N)o1 charge=0 e_tot_ev=-9272.954 fmax_ev_per_a=0.422 e_above_lowest_kj_mol=52.9 homo_energy_ev=-8.1 homo_lumo_gap_ev=9.05
C 0.4987 0.3840 -2.0974 -0.02
C 0.1900 0.4097 -0.6404 -0.30
C 0.2573 1.3206 0.3496 -0.09
N -0.1389 0.7567 1.5603 0.12
C -0.4349 -0.4583 1.2332 -0.49
N -0.9425 -1.4496 2.0393 0.15
O -0.2696 -0.7662 -0.0665 0.09
H -0.0160 1.1895 -2.6316 0.08
H 1.5722 0.4905 -2.2865 0.08
H 0.1718 -0.5680 -2.5225 0.08
H 0.5780 2.3521 0.2868 0.11
H -0.6983 -2.3886 1.7574 0.10
H -0.7678 -1.2725 3.0182 0.10

***

4.
13
Properties=species:S:1:pos:R:3:lowdin_charge:R:1 method="wB97M-V/def2-TZVPD" lumo_energy_ev=0.4 smiles=Cc1cn(O)cn1 charge=0 e_tot_ev=-9270.523 fmax_ev_per_a=4.518 e_above_lowest_kj_mol=287.4 homo_energy_ev=-8.9 homo_lumo_gap_ev=9.21
C -2.1173 -0.2640 -0.0207 -0.05
C -0.7107 0.1234 -0.1669 -0.42
C 0.2818 -0.7420 -0.1775 -0.03
N 1.4384 0.0291 -0.1092 -0.18
O 2.7769 -0.2663 -0.1237 0.00
C 1.0235 1.2991 -0.0270 -0.16
N -0.2974 1.4357 -0.0762 0.12
H -2.7403 0.0301 -0.8603 0.07
H -2.4794 0.3494 0.8603 0.10
H -2.2768 -1.3072 0.1533 0.06
H 0.3647 -1.8507 -0.0657 0.14
H 2.9585 -0.9542 0.6973 0.20
H 1.7781 2.1177 -0.0837 0.14

***

5.
13
Properties=species:S:1:pos:R:3:lowdin_charge:R:1 method="wB97M-V/def2-TZVPD" lumo_energy_ev=-0.1 smiles="O=C1C=CCNN1" charge=0 e_tot_ev=-9269.619 fmax_ev_per_a=4.978 e_above_lowest_kj_mol=374.6 homo_energy_ev=-9.4 homo_lumo_gap_ev=9.28
O 0.2697 -1.1555 -2.1095 -0.01
C 0.1409 -0.5122 -0.9989 -0.47
C 0.6884 -1.0631 0.2148 -0.02
C 0.4928 -0.4241 1.4702 -0.06
C 0.1017 0.9878 1.4564 -0.34
N -0.9356 1.2262 0.5417 -0.08
N -0.7286 0.5711 -0.8025 0.05
H 1.4208 -1.9078 0.1919 0.12
H 0.9606 -0.7812 2.4718 0.13
H -0.0283 1.4642 2.4701 0.12
H 1.1653 1.6250 1.2809 0.18
H -1.9382 0.9918 1.0159 0.19
H -0.6319 1.3406 -1.5839 0.19

***

6.
13
Properties=species:S:1:pos:R:3:lowdin_charge:R:1 method="wB97M-V/def2-TZVPD" lumo_energy_ev="0.6 / -2.4" charge=0 e_tot_ev=-9267.492 fmax_ev_per_a=4.861 e_above_lowest_kj_mol=579.8 homo_energy_ev="-10.1 / -7.1" homo_lumo_gap_ev="10.68 / 4.71"
C -0.3877 1.1527 -1.8286 -0.38
C 0.8386 -0.6468 -0.8240 -0.20
C 0.8123 0.1229 0.5806 -0.15
C -1.1836 -0.3356 1.5957 -0.08
N -1.1418 2.0875 -1.9574 0.16
N 0.4410 0.2278 -1.7943 0.07
O 0.0654 -0.5217 1.5777 -0.12
H 1.8585 -1.1035 -0.8981 0.12
H 0.1025 -1.5468 -0.7719 0.16
H 1.8736 0.1758 0.8142 0.12
H 0.2163 1.0744 0.3081 0.13
H -1.7738 0.3346 0.9569 0.08
H -1.7213 -1.0215 2.2409 0.07

***

7.
13
Properties=species:S:1:pos:R:3:lowdin_charge:R:1 method="wB97M-V/def2-TZVPD" lumo_energy_ev=0.8 charge=0 e_tot_ev=-9267.378 fmax_ev_per_a=0.417 e_above_lowest_kj_mol=590.9 homo_energy_ev=-8.1 homo_lumo_gap_ev=8.98
C 1.8307 -0.7227 -1.2820 -0.03
O 1.2958 0.0845 -0.2176 -0.04
C 0.0111 -0.0751 -0.1253 -0.18
C -1.1433 -0.4005 -0.5736 -0.11
N -1.6993 0.7800 0.0189 0.05
C -1.5079 1.0116 1.3382 -0.36
N -0.3346 0.8965 1.8557 0.10
H 1.5529 -1.7654 -1.0975 0.10
H 2.9128 -0.6133 -1.2325 0.10
H 1.4383 -0.3960 -2.2492 0.10
H -1.6724 -1.1045 -1.2049 0.11
H -2.3918 1.3397 1.8944 0.11
H -0.3225 0.9528 2.8753 0.06

***

8.
13
Properties=species:S:1:pos:R:3:lowdin_charge:R:1 method="wB97M-V/def2-TZVPD" lumo_energy_ev=0.7 smiles="[H]/N=C/OCCC#N" charge=0 e_tot_ev=-9271.880 fmax_ev_per_a=1.118 e_above_lowest_kj_mol=156.5 homo_energy_ev=-10.5 homo_lumo_gap_ev=11.20
H -2.0025 1.9605 0.3434 0.06
N -1.2858 1.2397 0.3498 0.11
C -1.7329 0.1833 -0.1814 -0.30
O -1.0494 -0.9499 -0.3889 -0.06
C 0.2955 -1.2056 0.0232 -0.17
C 1.2024 -0.0491 0.4549 -0.18
C 1.5657 0.8556 -0.6386 -0.23
N 1.8923 1.5437 -1.5086 0.14
H -2.7479 0.0311 -0.5621 0.13
H 0.7485 -1.7141 -0.8329 0.13
H 0.2412 -1.9198 0.8519 0.13
H 0.7485 0.5324 1.2566 0.10
H 2.1247 -0.5078 0.8326 0.12

***

9.
13
Properties=species:S:1:pos:R:3:lowdin_charge:R:1 method="wB97M-V/def2-TZVPD" lumo_energy_ev=0.8 charge=0 e_tot_ev=-9271.803 fmax_ev_per_a=4.882 e_above_lowest_kj_mol=163.9 homo_energy_ev=-8.0 homo_lumo_gap_ev=8.84
C 0.6085 -0.0796 1.6488 -0.12
C -0.4004 0.1636 0.5769 -0.13
C -0.1229 0.2574 -0.7505 -0.45
N 1.1693 0.4184 -1.1928 0.12
N -1.1481 0.2035 -1.6599 0.16
C -1.8041 -0.7810 -1.5022 -0.28
O -2.3193 -1.7425 -1.0488 0.18
H 1.2478 -0.9244 1.3701 0.08
H 1.2272 0.7952 1.8577 0.07
H 0.0874 -0.3586 2.5706 0.07
H -1.4245 0.2872 0.9231 0.11
H 1.6918 1.0755 -0.6190 0.10
H 1.1873 0.6852 -2.1740 0.10

***

10.
13
Properties=species:S:1:pos:R:3:lowdin_charge:R:1 method="wB97M-V/def2-TZVPD" lumo_energy_ev=0.6 charge=0 e_tot_ev=-9269.609 fmax_ev_per_a=0.406 e_above_lowest_kj_mol=375.6 homo_energy_ev=-7.4 homo_lumo_gap_ev=7.93
N -0.9226 0.7197 -1.6706 0.14
C -0.4094 0.2355 -0.4840 -0.29
C 0.9792 0.0887 -0.1858 -0.47
O 1.9673 0.6636 -0.9602 -0.17
C 0.9951 -0.4285 1.1967 0.00
C -0.2838 -0.6614 1.5698 -0.11
N -1.1392 -0.2407 0.5417 0.09
H -0.1254 0.9491 -2.2621 0.10
H -1.4997 1.5470 -1.5546 0.10
H 1.3765 -0.6966 -0.9223 0.23
H 1.8871 -0.6420 1.7692 0.11
H -0.6957 -1.1081 2.4637 0.11
H -2.1293 -0.4261 0.4985 0.16

***

11.
13
Properties=species:S:1:pos:R:3:lowdin_charge:R:1 method="wB97M-V/def2-TZVPD" lumo_energy_ev=0.9 smiles=COc1cnc[nH]1 charge=0 e_tot_ev=-9270.474 fmax_ev_per_a=2.311 e_above_lowest_kj_mol=292.2 homo_energy_ev=-8.0 homo_lumo_gap_ev=8.92
C -2.3328 -0.0004 -0.1786 -0.06
O -1.1672 -0.5657 0.4341 -0.10
C 0.0577 -0.0180 0.3028 -0.22
C 0.6013 0.9091 -0.5542 -0.12
N 1.9003 0.5321 -0.8250 0.02
C 2.2599 -0.3852 0.0108 -0.29
N 1.2893 -0.8825 0.8120 0.11
H -2.5776 0.9508 0.3012 0.09
H -3.1371 -0.7168 0.0268 0.09
H -2.2591 0.1480 -1.2686 0.10
H 0.3507 1.9397 -0.8598 0.12
H 3.3117 -0.6159 0.1101 0.11
H 1.7029 -1.2951 1.6884 0.16

***

12.
13
Properties=species:S:1:pos:R:3:lowdin_charge:R:1 method="wB97M-V/def2-TZVPD" lumo_energy_ev=0.7 charge=0 e_tot_ev=-9270.700 fmax_ev_per_a=0.422 e_above_lowest_kj_mol=270.3 homo_energy_ev=-9.0 homo_lumo_gap_ev=9.78
C 0.4457 1.0541 -1.5481 -0.07
C -0.2844 -1.2320 -1.1242 0.04
C -0.6814 0.2163 -0.9278 -0.42
N -0.7881 0.4655 0.5095 0.14
C -0.4465 -0.6274 1.0354 -0.47
N -0.3735 -1.0232 2.3300 0.17
O -0.1256 -1.6659 0.1142 0.01
H 0.4521 0.9395 -2.6339 0.08
H 0.3295 2.1094 -1.2908 0.08
H 1.4043 0.7096 -1.1464 0.08
H -1.6285 0.4165 -1.4427 0.14
H 0.2605 -1.7792 2.5318 0.11
H -0.4377 -0.2932 3.0211 0.11